{
  "formula": "C18H70N2O19Y",
  "method": "ωB97M-V/def2-TZVPD",
  "homo_ev": -6.681,
  "total_energy_ev": -62705.8548,
  "orbital_gap_ev": 1.2,
  "charge": 1,
  "lumo_ha": -0.2026,
  "elements": ["Y", "C", "C", "C", "C", "C", "C", "N", "O", "C", "C", "C", "H", "H", "H", "H", "H", "H", "H", "H", "H", "H", "H", "H", "H", "H", "H", "H", "H", "H", "C", "C", "C", "C", "C", "C", "N", "O", "C", "C", "C", "H", "H", "H", "H", "H", "H", "H", "H", "H", "H", "H", "H", "H", "H", "H", "H", "H", "H", "O", "H", "H", "O", "H", "H", "O", "H", "H", "O", "H", "H", "O", "H", "H", "O", "H", "H", "O", "H", "H", "O", "H", "H", "O", "H", "H", "O", "H", "H", "O", "H", "H", "O", "H", "H", "O", "H", "H", "O", "H", "H", "O", "H", "H", "O", "H", "H", "O", "H", "H"],
  "positions_angstrom": [[4.349, 5.358, -3.455], [2.061, -1.735, -3.993], [1.591, -2.126, -2.589], [1.870, -3.718, -2.546], [1.679, -4.298, -1.123], [2.692, -3.615, -0.183], [2.515, -2.043, -0.149], [2.378, -1.441, -1.506], [2.304, -0.009, -1.526], [3.752, -1.493, 0.558], [1.324, -1.800, 0.723], [0.061, -1.838, -2.480], [1.737, -0.753, -4.338], [1.594, -2.379, -4.737], [3.149, -1.770, -4.064], [2.840, -4.164, -2.764], [1.085, -4.212, -3.119], [1.718, -5.386, -1.174], [0.640, -4.132, -0.838], [3.668, -4.022, -0.447], [2.518, -4.033, 0.808], [3.616, -0.543, 1.074], [4.490, -1.265, -0.211], [4.134, -2.193, 1.302], [1.304, -0.749, 1.011], [1.291, -2.319, 1.680], [0.394, -2.032, 0.204], [-0.155, -0.824, -2.143], [-0.406, -2.583, -1.836], [-0.425, -1.924, -3.452], [-4.123, 3.245, 6.628], [-4.496, 4.405, 7.610], [-4.295, 3.854, 9.019], [-4.177, 4.830, 10.166], [-3.098, 5.835, 9.924], [-3.407, 6.606, 8.563], [-3.636, 5.587, 7.408], [-3.615, 6.187, 6.051], [-2.076, 7.421, 8.297], [-4.493, 7.713, 8.785], [-6.087, 4.618, 7.452], [-4.610, 2.382, 7.083], [-3.057, 3.035, 6.538], [-4.581, 3.355, 5.645], [-3.502, 3.106, 9.018], [-5.196, 3.398, 9.429], [-3.855, 4.182, 10.982], [-5.131, 5.304, 10.399], [-2.112, 5.377, 9.854], [-3.122, 6.583, 10.717], [-1.096, 7.030, 8.028], [-2.041, 8.217, 9.041], [-2.237, 7.999, 7.387], [-5.492, 7.334, 8.568], [-4.370, 8.670, 8.277], [-4.677, 7.860, 9.849], [-6.293, 5.034, 6.466], [-6.412, 5.353, 8.188], [-6.609, 3.661, 7.447], [5.958, -4.408, -8.837], [5.502, -5.192, -9.142], [6.636, -4.739, -8.248], [-3.696, -6.458, -6.981], [-4.528, -6.115, -7.308], [-3.213, -5.683, -6.693], [5.233, -9.222, 5.939], [4.777, -8.670, 5.305], [5.549, -9.966, 5.426], [10.568, -4.587, -0.188], [10.862, -4.447, 0.712], [9.657, -4.294, -0.192], [-5.998, 1.282, -1.043], [-5.840, 1.844, -1.801], [-6.952, 1.214, -0.990], [-6.425, 0.395, -6.951], [-6.589, 0.284, -7.888], [-6.133, 1.303, -6.865], [7.597, 0.669, -9.844], [8.521, 0.906, -9.928], [7.579, -0.277, -9.987], [4.585, 3.601, -7.487], [5.026, 2.840, -7.864], [4.640, 4.272, -8.169], [0.165, 5.547, -5.028], [-0.053, 5.124, -5.859], [-0.677, 5.837, -4.679], [-2.240, -10.281, -4.476], [-2.256, -10.896, -5.210], [-2.351, -9.421, -4.881], [-1.382, 3.215, 0.865], [-0.731, 2.549, 0.644], [-2.224, 2.771, 0.759], [1.917, 5.712, 4.370], [2.706, 6.219, 4.179], [2.182, 5.108, 5.063], [7.479, 1.889, -3.520], [7.065, 1.027, -3.572], [8.404, 1.722, -3.699], [2.658, -5.336, -12.323], [2.248, -5.308, -13.188], [2.835, -4.419, -12.112], [-4.976, -8.999, -0.314], [-4.833, -8.066, -0.159], [-4.374, -9.220, -1.024], [-4.919, -4.356, 1.507], [-4.530, -4.106, 2.344], [-5.323, -3.552, 1.180], [2.497, -0.649, -11.424], [3.402, -0.343, -11.363], [2.122, -0.462, -10.564]],
  "forces_ev_per_a": [[-0.0947, -0.2569, -0.1448], [0.0765, 0.8536, -0.1558], [0.6382, -1.2707, -0.3726], [-1.2511, 0.0188, 2.0962], [-0.5066, 1.0312, -0.4199], [-1.0388, -0.8146, -0.7432], [1.0926, -1.5793, 0.3879], [-0.7728, 3.3682, -0.2519], [0.2436, -4.7328, 0.1273], [0.5022, 0.7241, -0.4433], [-1.5879, 1.1370, 0.3833], [0.3236, -0.4167, 0.0423], [0.0715, 0.3607, 0.5339], [0.2281, -0.4764, 0.2084], [-0.0306, -0.1707, -0.0882], [0.2902, 1.0578, -1.0301], [0.2206, 0.2532, -0.6263], [0.6037, -0.0461, 0.1784], [-0.0403, 0.2939, 0.4597], [0.3862, 0.6932, -0.2837], [0.0372, 0.5000, 0.2938], [-0.4664, 0.0205, -0.0723], [0.3462, -0.3460, 0.1346], [0.0286, -0.1301, -0.2009], [-0.1968, 0.1955, -0.2996], [0.4909, -0.4137, -0.1802], [-0.0441, 0.0338, 0.0723], [0.3035, -0.0840, 0.2491], [-0.1439, 0.2440, 0.1592], [0.1996, -0.1813, -0.1591], [-0.6679, 0.3742, 0.3109], [-0.7970, -1.1201, -0.6110], [-0.6115, -0.0061, 0.8235], [1.3802, -0.3263, 0.1845], [-1.0121, 0.8509, -1.4181], [2.7563, 0.2271, 0.3705], [-1.1437, 3.9216, -4.0831], [-0.1027, -2.9709, 6.2780], [-1.2602, 1.0829, -1.5974], [-1.2354, -1.4470, 0.0784], [1.5565, 1.0732, -0.9496], [0.1371, -0.2329, -0.0877], [-0.0232, 0.2748, 0.0917], [0.2540, 0.3014, -0.0223], [0.1858, 0.1725, 0.1655], [-0.2332, -1.0117, -1.2192], [-0.4218, 0.2504, 0.5325], [-0.0232, -0.0105, 0.0281], [-0.0403, -0.0323, 0.0328], [0.4075, 0.0977, -0.1008], [-0.2036, -1.0353, 0.9122], [0.3579, -0.3792, 0.3900], [-0.4270, 0.1247, -0.2314], [-0.0369, -0.0675, -0.7770], [0.3364, -0.3308, -0.0903], [0.8349, 0.3380, 0.2244], [0.1598, 0.2495, -0.0479], [-0.3303, -0.4227, 0.1428], [0.2166, 0.0343, 0.6422], [-0.0188, 0.2879, -0.0191], [-0.1659, -0.1977, -0.1433], [0.1813, -0.0721, 0.1464], [0.1167, -0.2274, 0.0391], [-0.2456, 0.0283, -0.0925], [0.1437, 0.1784, 0.0739], [0.0327, 0.0662, 0.2080], [-0.1329, 0.1562, -0.1235], [0.0997, -0.2243, -0.0850], [0.0975, -0.0468, -0.1980], [0.1319, 0.0031, 0.2296], [-0.2326, 0.0454, -0.0296], [0.2063, -0.0791, 0.1553], [0.0580, 0.1236, -0.1925], [-0.2532, -0.0494, 0.0465], [0.0223, -0.1414, 0.1906], [-0.0783, -0.0780, -0.2423], [0.0557, 0.2219, 0.0463], [-0.2288, 0.1982, 0.1081], [0.2333, 0.0954, -0.0438], [-0.0500, -0.2878, -0.0385], [-0.1469, 0.1792, 0.4120], [0.1695, -0.2893, -0.0787], [-0.0014, 0.1701, -0.2171], [0.3939, 0.0232, 0.1244], [-0.0284, -0.1310, -0.2387], [-0.2136, 0.1029, 0.1648], [0.0557, -0.0272, 0.2716], [-0.0150, -0.1893, -0.1578], [-0.0659, 0.2520, -0.1193], [0.0632, 0.2452, 0.0057], [0.2075, -0.1818, -0.0396], [-0.2655, -0.0897, -0.0004], [-0.1687, 0.0193, -0.1404], [0.1742, 0.1633, -0.0402], [0.0137, -0.1766, 0.1888], [-0.2131, 0.3309, 0.0264], [-0.1550, -0.2479, 0.0178], [0.2706, 0.0056, -0.0366], [0.0725, -0.2007, 0.1614], [-0.1080, -0.0384, -0.2196], [0.0397, 0.2750, 0.0798], [-0.1357, -0.1253, 0.1100], [-0.0097, 0.2667, 0.0972], [0.1479, -0.1350, -0.2081], [0.0427, -0.2046, -0.1232], [0.1010, 0.0057, 0.2319], [-0.1351, 0.1861, -0.1275], [-0.1047, -0.1059, -0.1734], [0.2619, 0.0625, -0.0404], [-0.1418, 0.0075, 0.2065]]
}